The following is a DFT calculation (ωB97M-V/def2-TZVPD) of a 12-piece molecular cluster, C72H180N12 overall.

Geometry (Å):
1 C 1.744 -5.892 0.928
2 C 0.374 -6.538 1.118
3 N 0.126 -6.902 2.506
4 C -1.025 -7.777 2.683
5 C -0.821 -9.160 2.024
6 C 0.034 -5.774 3.443
7 C 0.676 -6.112 4.771
8 H 2.565 -6.574 1.143
9 H 1.865 -4.933 1.432
10 H 1.840 -5.648 -0.134
11 H -0.463 -5.926 0.744
12 H 0.348 -7.424 0.479
13 H -1.186 -7.961 3.744
14 H -1.933 -7.315 2.271
15 H 0.209 -9.513 2.066
16 H -1.405 -9.907 2.565
17 H -1.161 -9.130 0.989
18 H -1.019 -5.543 3.644
19 H 0.418 -4.851 3.004
20 H 0.685 -5.228 5.411
21 H 1.707 -6.454 4.654
22 H 0.177 -6.950 5.259
23 C 2.455 3.093 -3.274
24 C 2.025 4.120 -2.238
25 N 2.997 5.166 -1.917
26 C 3.197 6.052 -3.081
27 C 3.486 7.475 -2.622
28 C 4.271 4.738 -1.353
29 C 4.114 4.381 0.122
30 H 2.804 3.601 -4.174
31 H 1.644 2.393 -3.467
32 H 3.316 2.565 -2.862
33 H 1.153 4.652 -2.626
34 H 1.585 3.630 -1.361
35 H 4.038 5.659 -3.669
36 H 2.326 6.042 -3.737
37 H 2.669 7.862 -2.013
38 H 4.424 7.555 -2.075
39 H 3.553 8.126 -3.499
40 H 5.008 5.535 -1.430
41 H 4.743 3.862 -1.823
42 H 5.107 4.433 0.578
43 H 3.692 3.384 0.246
44 H 3.511 5.122 0.648
45 C -1.279 -1.250 -3.475
46 C -1.555 -1.094 -1.968
47 N -0.463 -0.506 -1.204
48 C 0.715 -1.346 -0.988
49 C 0.354 -2.615 -0.256
50 C -0.065 0.814 -1.679
51 C -1.127 1.868 -1.348
52 H -0.281 -1.663 -3.642
53 H -1.477 -0.307 -3.983
54 H -1.901 -1.996 -3.981
55 H -2.418 -0.448 -1.804
56 H -1.800 -2.058 -1.522
57 H 1.216 -1.610 -1.933
58 H 1.421 -0.792 -0.368
59 H -0.120 -3.386 -0.869
60 H 1.281 -3.130 0.028
61 H -0.158 -2.427 0.686
62 H 0.137 0.874 -2.758
63 H 0.853 1.132 -1.185
64 H -0.915 2.839 -1.797
65 H -1.185 1.958 -0.260
66 H -2.146 1.618 -1.651
67 C 0.893 1.323 1.817
68 C 0.177 2.364 2.663
69 N 1.034 3.151 3.548
70 C 2.112 3.816 2.831
71 C 3.110 4.481 3.771
72 C 0.274 4.008 4.415
73 C -0.306 5.302 3.780
74 H 1.659 0.796 2.395
75 H 1.433 1.778 0.984
76 H 0.218 0.549 1.448
77 H -0.406 3.042 2.017
78 H -0.547 1.874 3.322
79 H 1.683 4.573 2.154
80 H 2.656 3.114 2.204
81 H 3.923 4.930 3.197
82 H 3.529 3.736 4.449
83 H 2.706 5.288 4.383
84 H -0.495 3.506 5.001
85 H 0.928 4.424 5.189
86 H 0.407 6.087 3.532
87 H -0.854 5.111 2.852
88 H -1.000 5.764 4.487
89 C 1.974 -3.905 -3.594
90 C 3.373 -3.699 -3.034
91 N 3.663 -4.616 -1.919
92 C 3.445 -6.029 -2.278
93 C 4.184 -6.466 -3.548
94 C 5.023 -4.352 -1.454
95 C 5.423 -5.175 -0.206
96 H 1.860 -4.868 -4.081
97 H 1.802 -3.123 -4.341
98 H 1.262 -3.684 -2.798
99 H 4.112 -3.729 -3.847
100 H 3.453 -2.692 -2.612
101 H 3.751 -6.621 -1.419
102 H 2.377 -6.143 -2.443
103 H 5.269 -6.466 -3.449
104 H 3.884 -7.500 -3.755
105 H 3.905 -5.948 -4.465
106 H 5.084 -3.298 -1.182
107 H 5.795 -4.585 -2.200
108 H 4.608 -5.214 0.520
109 H 6.284 -4.662 0.218
110 H 5.649 -6.212 -0.452
111 C 3.879 0.665 -1.031
112 C 4.716 -0.375 -0.295
113 N 5.489 0.273 0.782
114 C 4.588 0.627 1.871
115 C 5.287 1.281 3.075
116 C 6.565 -0.648 1.193
117 C 6.133 -1.959 1.844
118 H 4.516 1.498 -1.327
119 H 2.989 0.956 -0.478
120 H 3.552 0.249 -1.991
121 H 4.081 -1.192 0.082
122 H 5.415 -0.860 -0.979
123 H 3.798 1.309 1.560
124 H 4.032 -0.231 2.277
125 H 4.537 1.578 3.808
126 H 6.007 0.599 3.524
127 H 5.766 2.201 2.735
128 H 7.204 -0.112 1.899
129 H 7.162 -0.855 0.304
130 H 5.502 -1.751 2.713
131 H 6.934 -2.602 2.208
132 H 5.541 -2.554 1.143
133 C -1.806 10.493 -0.448
134 C -2.232 9.057 -0.106
135 N -1.118 8.125 -0.260
136 C -1.623 6.744 -0.268
137 C -0.510 5.754 -0.610
138 C -0.054 8.321 0.713
139 C -0.499 8.405 2.169
140 H -2.652 11.176 -0.394
141 H -1.364 10.544 -1.442
142 H -1.029 10.819 0.247
143 H -2.734 9.008 0.867
144 H -2.955 8.782 -0.877
145 H -2.068 6.538 0.717
146 H -2.412 6.669 -1.016
147 H 0.108 5.540 0.262
148 H -0.941 4.796 -0.913
149 H 0.087 6.066 -1.464
150 H 0.511 9.225 0.464
151 H 0.697 7.537 0.601
152 H -0.913 9.394 2.383
153 H 0.269 8.218 2.920
154 H -1.279 7.685 2.428
155 C -3.052 -8.008 -5.326
156 C -2.668 -7.069 -4.179
157 N -2.350 -7.807 -2.955
158 C -3.564 -8.343 -2.359
159 C -3.297 -9.639 -1.596
160 C -1.614 -6.965 -1.997
161 C -0.291 -6.488 -2.524
162 H -2.905 -7.513 -6.288
163 H -4.082 -8.350 -5.258
164 H -2.368 -8.857 -5.351
165 H -1.824 -6.469 -4.517
166 H -3.469 -6.322 -4.053
167 H -4.308 -8.568 -3.120
168 H -4.005 -7.603 -1.672
169 H -4.206 -10.092 -1.192
170 H -2.604 -9.551 -0.761
171 H -2.931 -10.367 -2.325
172 H -2.246 -6.104 -1.731
173 H -1.462 -7.575 -1.104
174 H 0.309 -6.049 -1.722
175 H 0.341 -7.207 -3.047
176 H -0.409 -5.652 -3.218
177 C 2.563 -2.663 3.248
178 C 2.899 -1.601 4.302
179 N 2.178 -1.806 5.548
180 C 2.198 -0.644 6.420
181 C 1.575 0.614 5.844
182 C 2.524 -3.034 6.233
183 C 1.584 -3.410 7.389
184 H 2.896 -2.426 2.237
185 H 1.475 -2.776 3.191
186 H 2.966 -3.632 3.544
187 H 3.990 -1.632 4.464
188 H 2.655 -0.630 3.876
189 H 1.555 -0.903 7.265
190 H 3.193 -0.451 6.852
191 H 0.544 0.388 5.549
192 H 1.408 1.405 6.580
193 H 2.136 1.066 5.029
194 H 3.558 -3.063 6.616
195 H 2.514 -3.843 5.502
196 H 1.636 -2.643 8.160
197 H 1.910 -4.351 7.834
198 H 0.533 -3.537 7.128
199 C -3.469 -4.576 2.384
200 C -2.541 -3.394 2.113
201 N -2.446 -2.447 3.209
202 C -1.710 -1.237 2.830
203 C -2.457 -0.347 1.822
204 C -1.914 -2.978 4.473
205 C -2.380 -2.131 5.661
206 H -3.159 -5.185 3.229
207 H -3.612 -5.159 1.471
208 H -4.495 -4.267 2.612
209 H -1.578 -3.792 1.753
210 H -2.959 -2.867 1.253
211 H -1.576 -0.610 3.713
212 H -0.727 -1.551 2.455
213 H -3.496 -0.171 2.090
214 H -1.864 0.561 1.708
215 H -2.467 -0.820 0.835
216 H -0.823 -3.112 4.478
217 H -2.324 -3.981 4.579
218 H -1.619 -1.397 5.933
219 H -2.521 -2.829 6.487
220 H -3.290 -1.569 5.464
221 C -4.651 6.674 -2.594
222 C -5.473 6.382 -1.338
223 N -6.376 5.250 -1.498
224 C -7.209 5.147 -0.313
225 C -8.194 3.991 -0.316
226 C -5.723 3.991 -1.859
227 C -4.697 3.447 -0.882
228 H -3.962 5.900 -2.927
229 H -4.037 7.569 -2.467
230 H -5.407 6.955 -3.331
231 H -4.806 6.192 -0.482
232 H -6.084 7.263 -1.141
233 H -6.633 5.089 0.628
234 H -7.762 6.089 -0.246
235 H -7.760 2.991 -0.313
236 H -8.821 3.975 0.582
237 H -8.928 4.062 -1.122
238 H -5.329 4.036 -2.879
239 H -6.507 3.251 -2.030
240 H -4.115 2.624 -1.297
241 H -5.196 3.147 0.042
242 H -3.911 4.153 -0.589
243 C -3.430 0.941 -6.599
244 C -3.870 1.548 -5.274
245 N -3.431 2.924 -5.038
246 C -1.969 3.027 -4.957
247 C -1.487 4.339 -4.368
248 C -3.959 3.865 -6.025
249 C -5.466 3.854 -6.112
250 H -3.854 1.435 -7.472
251 H -3.591 -0.140 -6.641
252 H -2.345 0.965 -6.754
253 H -4.949 1.441 -5.151
254 H -3.510 0.942 -4.436
255 H -1.497 2.781 -5.918
256 H -1.668 2.197 -4.304
257 H -0.414 4.264 -4.186
258 H -1.998 4.599 -3.439
259 H -1.690 5.160 -5.056
260 H -3.693 4.865 -5.678
261 H -3.552 3.753 -7.042
262 H -5.899 3.997 -5.119
263 H -5.804 4.712 -6.698
264 H -5.852 2.950 -6.583

Atoms 1-2, force components in eV/Å:
C -0.5 0.3 -1.0
C 0.1 0.0 0.4

Values from the calculation:
SMILES ... CCN(CC)CC.CCN(CC)CC.CCN(CC)CC.CCN(CC)CC.CCN(CC)CC.CCN(CC)CC.CCN(CC)CC.CCN(CC)CC.CCN(CC)CC.CCN(CC)CC.CCN(CC)CC.CCN(CC)CC
Gap between HOMO and LUMO ... 8.691 eV
HOMO ... -8.07 eV
Energy above the lowest of the compared OMol25 structures with the same formula, charge and spin ... 1.8 kcal per mole